Record 1
Entry from the Open Molecules 2025 dataset: 2 unconnected molecules or ions with the total composition C4H12N3O at a distorted geometry (the ωB97M-V functional and the def2-TZVPD basis).

Geometry as ORCA input:
```
! wB97M-V def2-TZVPD RIJCOSX def2/J DEFGRID3
* xyz 1 3
O -1.533 -0.914 -1.054
N 0.836 0.316 0.469
N 3.080 0.632 -0.202
N 2.182 -1.382 -0.452
C -1.815 -0.130 -0.087
C -2.288 1.224 -0.334
C -1.641 -0.654 1.208
C 1.925 -0.165 -0.025
H -0.506 -0.557 1.512
H -3.537 1.203 -0.339
H -1.879 -1.638 1.109
H 1.552 -2.245 -0.379
H -1.930 1.641 -1.268
H -1.935 1.858 0.400
H 0.899 1.359 0.637
H -2.104 0.002 2.019
H 3.246 1.520 0.213
H 3.064 -1.547 -1.037
H 3.945 0.126 -0.388
H -1.562 -0.652 -2.003
*
```

Values from the calculation:
**Energy**: -10848.3371 eV
**HOMO level (spin up / spin down)**: -8.57 / -14.43 eV
**LUMO level (spin up / spin down)**: -3.48 / -8.28 eV

Results of the natural (NBO) charge analysis, in e, for atoms 1 through 5:
1. O -0.688
2. N -0.307
3. N -0.719
4. N -0.683
5. C 0.285

---

Record 2
Entry from the Open Molecules 2025 dataset: a gas-phase ion, C4H12N3S (charge -2) at a distorted geometry (the ωB97M-V functional and the def2-TZVPD basis).

Geometry as ORCA input:
```
! wB97M-V def2-TZVPD RIJCOSX def2/J DEFGRID3
* xyz -2 2
S 1.931 1.234 2.103
N -1.031 2.524 1.133
N 0.393 -0.987 -2.629
N -0.670 -0.896 -0.371
C 1.235 -0.186 1.096
C -1.014 1.034 1.002
C 0.061 0.220 0.221
C 0.154 -1.748 -1.261
H 0.210 -0.062 -2.503
H -2.030 0.703 0.413
H -0.669 2.837 2.046
H 2.135 -0.547 0.465
H 1.182 -2.167 -0.958
H -0.437 -2.679 -1.541
H -0.520 2.891 0.464
H 0.461 0.927 -0.663
H 1.056 -0.953 1.854
H -1.014 0.604 2.033
H -1.133 -1.351 0.406
H -0.299 -1.398 -3.310
*
```

Values from the calculation:
**Energy**: -19643.3191 eV
**HOMO level (spin up / spin down)**: 3.93 / -0.03 eV
**LUMO level (spin up / spin down)**: 5.98 / 5.88 eV

Results of the natural (NBO) charge analysis, in e, for atoms 1 through 5:
1. S -0.817
2. N -0.855
3. N -0.907
4. N -0.699
5. C -0.539

---

Record 3
Entry from the Open Molecules 2025 dataset: a molecular structure, C4H12N4 at a distorted geometry (the ωB97M-V functional and the def2-TZVPD basis).

Geometry as ORCA input:
```
! wB97M-V def2-TZVPD RIJCOSX def2/J DEFGRID3
* xyz 0 1
N -0.385 0.575 1.155
N 0.145 -0.460 -0.908
N 0.962 2.057 -0.348
N -1.222 1.642 -1.130
C 1.504 -0.945 -0.938
C -0.728 -0.842 0.849
C -0.074 1.306 -0.412
C -0.323 -1.807 1.728
H 1.831 -1.199 -1.948
H 0.948 2.754 -1.089
H 2.191 -0.182 -0.549
H -1.131 1.073 1.637
H -0.832 -2.761 1.738
H -1.924 0.918 -1.181
H -1.738 -0.907 0.449
H -1.593 2.554 -0.900
H 1.609 -1.825 -0.284
H 0.605 -1.714 2.282
H 0.580 0.631 1.488
H -0.426 -0.865 -1.640
*
```

Values from the calculation:
**Energy**: -10298.7941 eV
**HOMO level**: -7.08 eV
**LUMO level**: 0.63 eV

Results of the natural (NBO) charge analysis, in e, for atoms 1 through 5:
1. N -0.650
2. N -0.700
3. N -0.908
4. N -0.871
5. C -0.444

---

Record 4
Entry from the Open Molecules 2025 dataset: 2 unconnected molecules or ions with the total composition C4H12N4 (the ωB97M-V functional and the def2-TZVPD basis).

Geometry as ORCA input:
```
! wB97M-V def2-TZVPD RIJCOSX def2/J DEFGRID3
* xyz 0 1
N -1.112 1.814 -0.396
N 2.029 -0.968 -0.672
N -1.444 -0.113 1.445
N -1.300 -0.398 0.073
C 2.193 1.278 0.117
C -1.153 0.609 -0.806
C 1.895 -0.168 0.286
C -1.446 -1.780 -0.288
H -0.968 2.497 -1.130
H 1.797 -1.938 -0.466
H -0.976 -1.958 -1.253
H 2.886 1.610 0.887
H 1.551 -0.452 1.291
H -2.420 0.121 1.647
H 2.612 1.461 -0.868
H -0.959 -2.391 0.472
H -1.042 0.266 -1.842
H 1.268 1.845 0.229
H -2.502 -2.071 -0.343
H -0.909 0.738 1.618
*
```

Values from the calculation:
**Energy**: -10301.4294 eV
**SMILES**: [H]/N=C/N(C)N.[H]/N=C/C
**HOMO level**: -8.55 eV
**LUMO level**: 0.96 eV

Results of the natural (NBO) charge analysis, in e, for atoms 1 through 5:
1. N -0.793
2. N -0.647
3. N -0.656
4. N -0.280
5. C -0.691

---

Record 5
Entry from the Open Molecules 2025 dataset: 2 unconnected molecules or ions with the total composition C4H12N6 at a distorted geometry (the ωB97M-V functional and the def2-TZVPD basis).

Geometry as ORCA input:
```
! wB97M-V def2-TZVPD RIJCOSX def2/J DEFGRID3
* xyz 2 1
N 3.658 -0.589 -1.130
N 1.265 0.573 1.205
N 2.315 -0.228 -0.791
N -2.028 2.360 -0.220
N -1.261 1.145 -0.266
N -2.047 -1.043 -1.016
C 1.872 -0.022 0.347
C -1.751 0.029 -0.579
C -2.473 -2.367 -1.081
C 0.933 0.523 2.538
H -2.687 -2.381 -2.245
H 4.146 0.213 -1.522
H -3.402 -2.638 -0.451
H 3.578 -1.273 -1.872
H -1.790 -3.040 -0.752
H -2.917 2.446 -0.850
H -0.188 0.125 2.656
H -1.351 3.143 -0.620
H 1.591 -0.200 3.248
H 0.854 1.561 2.979
H -2.379 2.779 0.640
H 4.064 -1.117 -0.216
*
```

Values from the calculation:
**Energy**: -13260.7179 eV
**HOMO level**: -16.64 eV
**LUMO level**: -7.03 eV

Results of the natural (NBO) charge analysis, in e, for atoms 1 through 5:
1. N -0.512
2. N -0.355
3. N -0.429
4. N -0.535
5. N -0.458

---

Record 6
Entry from the Open Molecules 2025 dataset: 2 unconnected molecules or ions with the total composition C4H12NO at a distorted geometry (the ωB97M-V functional and the def2-TZVPD basis).

Geometry as ORCA input:
```
! wB97M-V def2-TZVPD RIJCOSX def2/J DEFGRID3
* xyz 0 2
O 1.577 -0.314 -1.117
N -0.718 0.939 -0.389
C -0.387 0.409 0.944
C 1.927 -0.490 -2.440
C -0.441 -1.119 0.916
C -1.298 1.112 1.979
H -1.357 2.157 1.646
H -0.902 1.127 2.963
H 0.651 0.656 1.046
H 1.646 -1.476 -2.831
H 2.969 -0.260 -2.615
H -2.255 0.629 2.110
H -1.633 0.508 -0.751
H 0.129 -1.492 0.003
H 0.019 -1.619 1.820
H 1.477 0.219 -3.183
H -1.459 -1.490 0.877
H 0.055 0.505 -0.977
*
```

Values from the calculation:
**Energy**: -7877.0996 eV
**HOMO level (spin up / spin down)**: -9.14 / -9.04 eV
**LUMO level (spin up / spin down)**: 0.90 / -2.12 eV

Results of the natural (NBO) charge analysis, in e, for atoms 1 through 5:
1. O -0.313
2. N -0.803
3. C -0.063
4. C -0.329
5. C -0.631

---

Record 7
Entry from the Open Molecules 2025 dataset: a gas-phase ion, C4H12NO (charge +1) at a distorted geometry (the ωB97M-V functional and the def2-TZVPD basis).

Geometry as ORCA input:
```
! wB97M-V def2-TZVPD RIJCOSX def2/J DEFGRID3
* xyz 1 1
O -1.292 1.673 -1.022
N 0.850 -0.790 0.398
C 1.700 -0.912 -0.984
C -0.150 1.068 -0.444
C -0.550 -0.235 0.105
C -1.461 -0.150 1.219
H 2.383 -1.735 -0.649
H 0.848 -1.726 0.885
H -1.045 -0.773 -0.669
H 2.123 0.090 -1.178
H 0.279 1.772 0.353
H 0.924 -1.129 -1.642
H 0.587 0.946 -1.217
H -1.784 -1.174 1.572
H -1.195 2.560 -0.785
H -1.128 0.338 2.092
H 1.309 -0.124 1.064
H -2.398 0.300 0.900
*
```

Values from the calculation:
**Energy**: -7872.2496 eV
**SMILES**: C[NH2+][C@@H](C)CO
**HOMO level**: -14.75 eV
**LUMO level**: -3.46 eV

Results of the natural (NBO) charge analysis, in e, for atoms 1 through 5:
1. O -0.689
2. N -0.532
3. C -0.363
4. C -0.086
5. C -0.074

---

Record 8
Entry from the Open Molecules 2025 dataset: 2 unconnected molecules or ions with the total composition C4H12NO at a distorted geometry (the ωB97M-V functional and the def2-TZVPD basis).

Geometry as ORCA input:
```
! wB97M-V def2-TZVPD RIJCOSX def2/J DEFGRID3
* xyz 1 1
O 0.263 2.800 -2.681
N 1.126 -0.318 -0.066
C -0.955 -0.718 1.340
C -0.030 -1.245 0.276
C -1.315 -1.843 2.331
C 0.967 0.738 -0.753
H -0.514 -2.132 3.015
H -0.041 1.024 -1.048
H 0.473 -2.116 0.690
H 1.941 -0.367 0.537
H -1.886 -0.244 1.031
H 0.971 2.493 -3.239
H -0.476 0.058 1.940
H -1.542 -2.751 1.760
H -2.206 -1.605 2.903
H 1.710 1.458 -1.078
H 0.006 3.669 -3.006
H -0.483 -1.429 -0.695
*
```

Values from the calculation:
**Energy**: -7872.6335 eV
**HOMO level**: -15.46 eV
**LUMO level**: -5.04 eV

Results of the natural (NBO) charge analysis, in e, for atoms 1 through 5:
1. O -0.970
2. N -0.393
3. C -0.447
4. C -0.223
5. C -0.604

---

Record 9
Entry from the Open Molecules 2025 dataset: 2 unconnected molecules or ions with the total composition C4H12NO at a distorted geometry (the ωB97M-V functional and the def2-TZVPD basis).

Geometry as ORCA input:
```
! wB97M-V def2-TZVPD RIJCOSX def2/J DEFGRID3
* xyz 1 1
O 0.771 -0.657 1.117
N -0.533 1.548 0.993
C 0.030 -0.508 -1.803
C -1.062 0.713 1.901
C -0.482 -0.713 1.736
C 1.482 -0.260 -2.165
H -2.176 0.766 1.911
H 1.586 0.575 -2.844
H 1.763 -1.136 -2.754
H 2.229 -0.163 -1.386
H -0.851 2.526 1.075
H -1.173 -1.289 1.105
H -0.359 -1.139 2.732
H -0.221 -1.342 -1.167
H -0.573 -0.552 -2.711
H -0.776 1.039 2.927
H 0.710 0.189 0.659
H -0.364 0.403 -1.326
*
```

Values from the calculation:
**Energy**: -7867.6891 eV
**HOMO level**: -14.88 eV
**LUMO level**: -9.55 eV

Results of the natural (NBO) charge analysis, in e, for atoms 1 through 5:
1. O -0.567
2. N -0.099
3. C -0.598
4. C -0.408
5. C -0.097

---

Record 10
Entry from the Open Molecules 2025 dataset: 2 unconnected molecules or ions with the total composition C4H12NO at a distorted geometry (the ωB97M-V functional and the def2-TZVPD basis).

Geometry as ORCA input:
```
! wB97M-V def2-TZVPD RIJCOSX def2/J DEFGRID3
* xyz 1 1
O 0.089 -6.859 0.088
N -0.398 2.784 0.396
C -0.956 1.970 -0.844
C -0.422 0.586 -0.722
C 0.931 0.810 -0.028
C 0.673 1.993 0.976
H 0.769 -7.262 0.668
H -1.092 -0.133 -0.189
H 1.836 0.941 -0.698
H 0.190 -5.888 0.232
H 1.609 2.618 0.859
H -2.074 2.248 -0.678
H -0.081 0.277 -1.677
H -0.288 3.741 0.042
H -0.714 2.379 -1.939
H -1.046 2.874 1.183
H 1.119 -0.160 0.479
H 0.490 1.599 1.949
*
```

Values from the calculation:
**Energy**: -7872.2352 eV
**HOMO level**: -13.19 eV
**LUMO level**: -3.59 eV

Results of the natural (NBO) charge analysis, in e, for atoms 1 through 5:
1. O -0.935
2. N -0.527
3. C -0.232
4. C -0.466
5. C -0.412